A cluster of 13 separate species, C39H81F6O46P7 in total in a non-equilibrium geometry, computed with wB97M-V/def2-TZVPD.

Properties
Electronic energy   -7984.80524 Ha
LUMO level   -0.07 eV
Highest occupied orbital energy   -10.1 eV

CARTESIAN COORDINATES (ANGSTROEM)
C 2.233 -4.854 5.615
C 2.137 -3.988 4.410
O 3.491 -3.932 3.918
C 4.323 -4.302 4.908
O 5.531 -4.163 4.917
O 3.617 -4.816 5.909
F 1.713 -2.809 4.793
H 1.817 -5.816 5.317
H 1.624 -4.440 6.420
H 1.451 -4.276 3.613
C 3.668 1.423 -6.066
C 2.937 2.564 -6.698
O 2.258 1.979 -7.799
C 2.851 0.863 -8.183
O 2.649 0.270 -9.250
O 3.615 0.414 -7.120
F 3.882 3.455 -7.166
H 3.272 0.917 -5.186
H 4.720 1.619 -5.855
H 2.237 3.119 -6.073
C 0.222 -5.878 -7.240
C -0.041 -5.213 -5.826
O -1.432 -5.200 -5.842
C -1.873 -5.003 -7.173
O -3.031 -4.788 -7.553
O -0.886 -5.276 -8.018
F 0.390 -4.001 -5.898
H 0.246 -6.967 -7.284
H 1.180 -5.527 -7.622
H 0.457 -5.770 -5.032
C -10.327 -6.680 -0.757
C -10.616 -5.313 -0.303
O -9.656 -4.480 -0.957
C -8.612 -5.243 -1.444
O -7.528 -4.826 -1.827
O -9.020 -6.556 -1.421
F -10.418 -5.217 1.013
H -11.097 -6.960 -1.476
H -10.255 -7.405 0.054
H -11.649 -5.060 -0.544
C -5.679 2.926 4.497
C -4.701 2.578 3.378
O -5.588 2.369 2.381
C -6.717 1.916 2.883
O -7.721 1.470 2.298
O -6.717 2.122 4.143
F -4.032 1.447 3.620
H -5.880 3.998 4.502
H -5.236 2.450 5.371
H -3.965 3.369 3.238
C -2.189 -0.523 7.913
C -2.956 -0.669 9.222
O -1.966 -0.302 10.183
C -0.754 -0.248 9.550
O 0.286 -0.113 10.186
O -0.839 -0.509 8.286
F -3.449 -1.884 9.389
H -2.347 0.443 7.433
H -2.361 -1.364 7.241
H -3.862 -0.066 9.288
C 0.445 -10.922 0.561
O 1.247 -9.855 0.143
P 0.579 -8.336 -0.009
O -0.015 -7.692 1.237
O 1.903 -7.580 -0.617
C 3.140 -7.588 0.014
O -0.440 -8.408 -1.294
C -1.884 -8.333 -1.240
H 1.047 -11.412 1.327
H 0.147 -11.626 -0.216
H -0.348 -10.566 1.219
H 3.164 -7.952 1.041
H 3.680 -6.642 -0.028
H 3.638 -8.319 -0.623
H -2.307 -8.896 -0.408
H -2.267 -8.752 -2.171
H -2.159 -7.294 -1.059
C 6.187 4.383 -1.052
O 6.809 3.166 -0.875
P 7.899 2.763 0.251
O 8.083 1.329 0.583
O 9.241 3.367 -0.328
C 9.919 3.147 -1.524
O 7.458 3.673 1.507
C 6.237 3.316 2.110
H 6.218 5.018 -0.167
H 5.145 4.099 -1.201
H 6.579 4.675 -2.026
H 9.251 2.945 -2.361
H 10.592 2.296 -1.420
H 10.476 4.064 -1.719
H 6.473 2.576 2.875
H 5.405 3.052 1.458
H 5.759 4.141 2.639
C -8.666 -1.206 -5.995
O -9.310 0.013 -5.810
P -8.582 1.450 -5.987
O -8.136 1.800 -7.361
O -9.541 2.538 -5.242
C -10.968 2.429 -5.287
O -7.352 1.238 -4.890
C -7.726 1.179 -3.523
H -7.580 -1.113 -6.013
H -9.009 -1.749 -6.876
H -8.982 -1.953 -5.267
H -11.280 2.200 -4.268
H -11.413 1.554 -5.760
H -11.356 3.377 -5.660
H -8.764 1.127 -3.193
H -7.138 1.919 -2.981
H -7.278 0.250 -3.171
C 11.220 -2.824 -9.742
O 10.958 -1.998 -8.583
P 9.858 -2.516 -7.421
O 8.459 -2.675 -7.832
O 10.522 -3.931 -6.953
C 11.946 -4.132 -6.762
O 10.123 -1.567 -6.135
C 9.355 -1.701 -4.970
H 11.775 -2.243 -10.479
H 10.246 -3.047 -10.178
H 11.796 -3.725 -9.532
H 12.245 -5.050 -7.268
H 11.992 -4.264 -5.681
H 12.493 -3.283 -7.173
H 10.010 -1.871 -4.116
H 8.704 -2.570 -4.877
H 8.862 -0.746 -4.788
C -1.492 8.068 1.760
O -2.382 8.959 2.428
P -3.975 8.891 2.129
O -4.509 7.516 1.714
O -4.530 9.601 3.492
C -4.322 9.175 4.813
O -4.218 10.015 1.017
C -5.570 10.454 0.728
H -1.163 7.328 2.489
H -0.548 8.598 1.638
H -1.825 7.749 0.772
H -5.305 8.965 5.234
H -3.722 9.949 5.293
H -3.770 8.241 4.702
H -5.861 10.129 -0.271
H -5.725 11.522 0.884
H -6.247 9.906 1.383
C 0.714 1.324 1.748
O 1.579 0.442 1.079
P 1.028 -0.376 -0.248
O 0.785 0.399 -1.516
O -0.307 -1.077 0.319
C -0.991 -2.051 -0.573
O 2.120 -1.607 -0.400
C 3.437 -1.284 -0.783
H -0.296 1.316 1.339
H 1.069 2.323 1.494
H 0.717 1.191 2.830
H -0.541 -2.231 -1.550
H -2.049 -1.841 -0.728
H -1.018 -3.076 -0.204
H 3.694 -1.911 -1.636
H 4.139 -1.462 0.032
H 3.622 -0.284 -1.174
C 2.075 4.681 8.989
O 1.136 4.319 7.934
P -0.259 5.188 7.862
O -1.029 4.974 6.628
O 0.256 6.689 8.078
C 0.920 7.392 7.067
O -1.001 4.902 9.254
C -2.092 5.792 9.611
H 2.954 5.194 8.601
H 2.535 3.851 9.525
H 1.626 5.388 9.687
H 1.861 7.791 7.447
H 0.379 8.226 6.618
H 1.117 6.694 6.253
H -2.577 6.114 8.690
H -1.842 6.699 10.162
H -2.783 5.221 10.232

Atoms 1-2, force components in eV/Å:
-0.5053 -0.4269 -0.4404
0.5837 -0.9806 -1.3762